# C2H2N2

A cluster of 2 separate species, C2H2N2 in total at a distorted geometry (wB97M-V/def2-TZVPD, the Open Molecules 2025 dataset).

The geometry in XYZ format:
```
6
Properties=species:S:1:pos:R:3:lowdin_charge:R:1
C -0.59 0.09 -0.58 -0.458
N -1.39 0.00 -1.49 0.134
H -2.15 0.54 -1.45 0.007
C 1.72 0.02 1.83 0.408
N 0.20 0.09 0.34 0.036
H 2.22 -0.73 1.35 -0.127
```

- multiplicity = 1
- total energy (Ha) = -186.62561
- strongest force on any atom (Eh/bohr) = 0.10971
- highest occupied orbital energy (spin up / spin down) (eV) = -9.14 / -9.15
- molar mass (g mol⁻¹) = 54.1
- energy above the lowest of the compared OMol25 structures with the same formula, charge and spin (kcal/mol) = 157.8



# C12H14N

A structure of composition C12H14N at a distorted geometry (wB97M-V/def2-TZVPD, the Open Molecules 2025 dataset).

The geometry in XYZ format:
```
27
Properties=species:S:1:pos:R:3:lowdin_charge:R:1
H -2.94 2.01 -0.86 0.071
H -1.41 1.69 -1.69 0.116
H -2.54 -1.14 1.34 0.140
C 0.74 0.16 -0.97 -0.088
H 0.66 -1.25 -2.53 0.091
C 0.55 -2.12 -0.65 0.002
C -2.35 1.21 -1.20 -0.044
C 0.81 1.39 0.62 0.090
H -2.96 0.56 1.79 0.102
H 1.83 0.21 2.31 0.110
H 0.39 -3.14 -0.90 0.117
C 0.21 -0.61 1.12 -0.159
H -2.96 0.64 -2.05 0.154
C -0.38 0.40 0.10 -0.203
C 3.12 0.73 -0.52 0.112
H 1.24 -2.38 1.46 0.126
C -1.77 0.46 -0.08 -0.207
C 0.71 -1.14 -1.54 0.030
N 1.61 0.90 -0.37 -0.017
C -2.89 -0.06 0.86 -0.014
C 0.67 -1.80 0.77 0.017
H -3.74 -0.17 0.20 0.074
C 0.88 0.42 1.92 -0.006
H 3.27 -0.32 -0.46 0.099
H 0.23 0.91 2.55 0.101
H 3.62 1.23 0.23 0.082
H 3.41 1.20 -1.44 0.104
```

- multiplicity = 1
- total energy (Ha) = -519.84595
- strongest force on any atom (Eh/bohr) = 0.08616
- highest occupied orbital energy (spin up / spin down) (eV) = -11.45 / -12.80
- charge = +1
- molar mass (g mol⁻¹) = 172.3
- energy above the lowest of the compared OMol25 structures with the same formula, charge and spin (kcal/mol) = 203.3



# C20H80N40O20

A cluster of 20 separate species, C20H80N40O20 in total at a distorted geometry (wB97M-V/def2-TZVPD, the Open Molecules 2025 dataset).

The geometry in XYZ format:
```
160
Properties=species:S:1:pos:R:3:lowdin_charge:R:1
H -17.22 7.91 18.72 0.065
O -18.78 3.51 23.19 0.060
H -14.44 2.38 20.67 0.055
H -12.87 6.34 21.26 0.088
C -10.85 8.00 22.72 -0.812
H -18.51 0.22 24.48 0.099
C -14.20 6.58 25.14 -0.674
N -7.64 2.96 22.50 0.198
H -10.99 7.05 21.09 0.071
H -13.61 5.98 22.79 0.042
H -13.34 -4.55 19.74 0.128
H -11.47 1.74 21.10 0.085
H -10.13 4.75 26.10 0.044
N -9.35 7.73 18.23 0.159
H -7.40 2.63 23.42 0.116
H -6.95 2.78 21.78 0.135
C -17.88 4.14 22.73 -0.847
N -7.87 4.36 25.79 0.174
N -17.87 7.41 18.13 0.172
H -18.48 1.76 23.59 0.048
N -16.21 0.05 19.71 0.178
H -15.03 7.53 17.76 0.088
C -10.40 7.09 18.71 -0.699
C -16.27 2.82 26.64 -0.740
O -12.85 1.25 23.20 -0.046
H -16.64 -0.37 18.90 0.133
N -15.01 8.71 21.75 0.194
H -13.77 2.84 26.08 0.083
N -18.58 -1.04 22.44 0.174
C -13.33 4.39 21.55 -0.795
N -15.03 1.57 20.57 0.196
H -9.16 8.71 18.37 0.122
N -9.69 5.61 25.81 0.186
N -13.97 3.74 22.35 0.204
O -11.42 7.61 19.24 -0.037
O -18.72 0.88 21.40 0.042
H -15.33 1.76 28.17 0.132
H -11.11 4.12 27.62 0.106
H -15.72 -1.52 22.64 0.116
H -17.87 5.54 21.38 0.125
H -19.42 9.43 24.29 0.116
O -16.31 -1.61 24.81 0.052
N -15.64 2.61 16.44 0.161
C -15.40 -0.97 24.40 -0.815
N -9.68 3.45 23.06 0.195
H -6.93 4.21 25.47 0.121
C -14.73 8.57 20.52 -0.723
N -11.32 -0.44 23.24 0.185
H -9.46 6.85 21.95 0.134
N -19.11 8.70 24.93 0.157
H -10.55 2.83 19.58 0.051
H -15.96 8.57 22.05 0.087
N -14.69 -0.13 25.13 0.175
O -15.52 8.07 19.74 -0.008
H -12.97 9.31 21.10 0.069
O -12.86 3.96 20.49 0.006
H -13.79 2.75 22.47 0.078
H -13.63 4.45 17.99 0.088
H -18.71 4.12 21.03 0.144
H -14.26 6.94 27.09 0.115
O -17.76 8.06 23.19 0.019
H -10.59 5.19 19.13 0.112
C -12.11 -3.05 20.28 -0.838
H -13.05 8.99 19.39 0.070
H -14.78 3.34 27.59 0.083
H -19.67 8.32 25.68 0.106
C -13.82 8.67 16.67 -0.769
H -15.68 1.46 21.33 0.092
H -10.67 3.59 22.91 0.110
N -12.87 2.56 25.73 0.219
N -15.48 2.61 27.66 0.180
N -10.16 8.07 23.77 0.190
O -14.71 6.09 24.13 0.001
N -14.76 6.50 26.32 0.187
C -8.42 5.54 25.55 -0.801
H -11.59 1.85 18.67 0.121
H -15.34 1.75 16.89 0.065
N -8.69 2.72 18.28 0.128
C -18.22 7.91 24.33 -0.749
O -10.73 2.76 25.53 0.014
N -10.10 5.87 18.56 0.214
H -10.49 0.26 21.39 0.123
N -17.93 6.89 25.03 0.182
N -16.91 5.68 19.01 0.173
N -15.10 -0.91 23.15 0.198
N -14.07 7.68 17.48 0.184
H -7.99 2.97 17.59 0.099
C -8.78 3.35 22.10 -0.745
H -12.66 7.33 24.21 0.065
N -13.24 5.66 21.91 0.212
N -10.66 2.23 18.77 0.181
H -18.43 -1.63 23.25 0.109
H -11.75 -0.66 24.13 0.117
H -16.73 4.74 19.32 0.104
N -12.41 -4.14 19.77 0.178
O -16.15 3.79 25.87 0.006
H -11.84 8.59 17.35 0.066
C -11.77 2.94 26.16 -0.757
H -12.82 4.10 27.54 0.098
N -11.94 3.71 27.23 0.178
H -14.29 2.83 18.21 0.045
H -12.39 9.92 16.38 0.114
H -14.79 -0.27 26.13 0.103
H -13.79 -3.34 21.40 0.101
N -17.99 4.56 21.58 0.194
O -15.23 4.64 15.84 0.014
H -9.24 5.66 18.09 0.122
C -15.17 0.76 19.51 -0.726
N -18.49 0.75 23.61 0.176
H -8.70 3.21 19.16 0.028
H -8.66 7.31 17.63 0.116
O -9.07 3.55 20.92 -0.014
O -14.67 0.81 18.41 0.026
H -13.34 7.55 18.16 0.060
N -13.51 9.02 20.29 0.185
C -17.88 6.11 18.26 -0.799
H -17.13 0.97 26.89 0.127
O -7.85 6.47 25.09 0.062
O -11.09 -2.44 20.20 0.057
N -13.06 -2.70 21.14 0.156
H -16.05 2.48 15.52 0.121
N -16.88 4.69 23.29 0.170
H -12.48 7.41 25.96 0.104
H -14.28 4.40 23.05 0.088
H -9.27 7.60 23.84 0.089
H -10.28 6.28 25.34 0.086
H -14.41 9.27 22.34 0.112
H -18.79 -1.34 21.50 0.126
C -18.69 0.24 22.42 -0.809
H -8.40 3.75 26.39 0.102
O -14.65 9.31 16.03 0.030
N -14.17 3.67 17.66 0.178
H -13.86 0.36 24.81 0.049
C -9.84 2.18 17.81 -0.767
H -15.54 5.88 26.43 0.086
N -13.04 7.27 25.14 0.195
H -16.35 5.24 22.62 0.114
N -17.16 1.90 26.50 0.215
N -10.44 7.08 21.94 0.218
H -10.37 8.76 24.48 0.138
N -12.58 9.03 16.82 0.152
O -18.82 5.47 17.86 0.023
H -17.36 6.20 24.56 0.070
H -18.13 6.95 26.02 0.120
H -16.64 4.47 24.24 0.053
H -17.82 2.13 25.77 0.113
H -12.86 2.08 24.84 0.071
H -12.95 -1.87 21.71 0.068
H -16.85 0.36 20.43 0.068
O -11.94 8.54 22.55 0.006
C -11.90 0.63 22.72 -0.675
H -14.72 -0.03 22.81 0.082
O -9.87 1.63 16.73 0.041
C -15.04 3.73 16.63 -0.774
H -11.71 -4.41 19.10 0.135
H -10.33 -0.55 23.07 0.128
H -9.39 3.31 24.02 0.053
H -16.29 6.39 19.37 0.056
H -18.63 7.92 17.70 0.119
N -11.19 0.94 21.65 0.223
```

- multiplicity = 1
- total energy (Ha) = -4505.64535
- strongest force on any atom (Eh/bohr) = 0.20323
- highest occupied orbital energy (eV) = -7.49
- molar mass (g mol⁻¹) = 1201.1
- energy above the lowest of the compared OMol25 structures with the same formula, charge and spin (kcal/mol) = 274.9



# C12H38AlB2N2O4

A structure of composition C12H38AlB2N2O4 at a distorted geometry (wB97M-V/def2-TZVPD, the Open Molecules 2025 dataset).

The geometry in XYZ format:
```
59
Properties=species:S:1:pos:R:3:lowdin_charge:R:1
H -10.67 -1.67 16.78 0.094
H -9.75 -7.08 18.22 -0.080
H -6.94 -3.29 19.15 0.134
H -14.68 -3.79 19.38 0.130
H -15.09 -2.68 17.12 0.132
H -7.54 -2.01 17.37 0.132
C -9.92 -2.02 16.07 -0.129
C -12.16 -4.33 14.06 -0.069
C -10.78 -2.54 14.85 -0.176
H -9.91 -8.70 18.98 0.029
H -11.30 -7.93 18.17 -0.050
C -7.58 -3.80 18.44 -0.174
H -10.02 -2.83 14.12 0.120
H -7.33 -5.27 20.62 0.099
H -11.36 -4.85 13.53 0.096
O -11.60 -3.65 15.21 -0.280
H -12.53 -2.58 19.81 -0.048
H -16.72 -4.43 16.10 0.121
N -14.34 -4.67 17.47 -0.015
H -16.19 -3.15 14.95 0.128
H -16.10 -4.48 18.53 0.138
C -8.33 -2.65 17.77 -0.211
H -16.35 -4.52 12.95 0.087
B -11.97 -2.18 18.98 -0.357
H -6.94 -4.18 17.64 0.130
H -12.96 -5.01 14.33 0.075
H -8.86 -1.94 18.40 0.125
C -16.27 -5.35 13.65 -0.046
H -12.46 -6.50 21.82 0.099
H -10.96 -2.56 19.04 -0.064
H -10.56 -7.30 19.70 -0.063
C -14.71 -3.56 16.60 -0.145
O -15.33 -4.89 14.69 -0.237
H -14.93 -6.78 19.16 0.132
H -8.63 -6.33 20.28 0.070
H -12.63 -3.66 13.34 0.097
H -14.77 -5.48 17.05 0.118
C -14.75 -5.80 19.62 -0.206
H -14.15 -7.03 21.53 0.095
H -11.97 -1.11 19.09 0.010
H -15.87 -6.17 13.06 0.089
C -15.03 -4.59 18.73 -0.188
H -8.57 -3.63 16.10 0.126
H -12.45 -2.53 18.08 -0.076
C -13.19 -6.78 21.06 -0.055
N -9.22 -3.18 16.73 -0.027
C -15.87 -3.98 15.59 -0.194
H -9.19 -1.28 15.75 0.133
H -12.71 -7.61 20.53 0.078
H -15.49 -5.78 20.42 0.130
H -7.26 -6.50 19.25 0.106
O -13.37 -5.80 20.01 -0.245
H -11.48 -1.81 14.45 0.134
O -8.54 -4.76 18.99 -0.253
H -17.28 -5.63 13.97 0.090
C -7.85 -5.75 19.78 -0.077
Al -11.30 -4.96 18.04 1.430
H -13.82 -3.27 16.04 0.094
B -10.39 -7.77 18.74 -0.337
```

- multiplicity = 1
- total energy (Ha) = -1181.89105
- strongest force on any atom (Eh/bohr) = 0.10405
- highest occupied orbital energy (eV) = -12.95
- charge = +1
- molar mass (g mol⁻¹) = 323.1
- energy above the lowest of the compared OMol25 structures with the same formula, charge and spin (kcal/mol) = 0.0